[1]
Below is C27H37As3ClCoN2O as an isolated structure, with properties calculated with ωB97M-V/def2-TZVPD.

XYZ file:
```
72
Properties=species:S:1:pos:R:3:lowdin_charge:R:1
Co -0.03 -1.09 -0.87 0.21
Cl -5.10 -6.07 0.12 0.74
C -4.06 -4.78 -0.32 -0.66
C -4.54 -3.75 -1.15 -0.04
C -3.74 -2.70 -1.52 0.02
C -2.41 -2.63 -1.07 -0.32
O -1.67 -1.60 -1.45 -0.22
C -1.92 -3.67 -0.24 -0.13
C -0.57 -3.69 0.20 -0.01
N 0.31 -2.75 0.01 0.01
C 1.65 -2.89 0.46 -0.19
C 2.20 -3.96 1.12 0.03
C 3.57 -3.94 1.48 -0.02
C 4.37 -2.88 1.17 0.01
C 3.83 -1.77 0.48 -0.13
C 4.59 -0.64 0.10 0.05
C 3.98 0.38 -0.58 0.00
C 2.62 0.29 -0.88 -0.10
N 1.87 -0.75 -0.54 0.01
C 2.47 -1.79 0.13 -0.15
C -2.76 -4.74 0.12 -0.04
H -5.56 -3.80 -1.50 0.12
H -4.11 -1.92 -2.17 0.13
H -0.26 -4.59 0.74 0.14
H 1.63 -4.83 1.37 0.12
H 3.98 -4.79 2.00 0.13
H 5.41 -2.87 1.44 0.13
H 5.64 -0.59 0.35 0.14
H 4.53 1.26 -0.89 0.13
H 2.13 1.09 -1.41 0.07
H -2.38 -5.54 0.75 0.13
C -2.15 0.78 -3.07 -0.24
As -0.44 0.83 -2.18 1.20
C 0.79 1.06 -3.67 -0.23
C -0.29 2.58 -1.31 -0.30
C -0.96 2.79 0.05 -0.66
C -2.48 2.60 -0.06 -0.05
C -0.39 1.86 1.12 -0.29
As -0.71 -0.05 1.04 1.24
C -2.55 -0.46 1.48 -0.20
C 0.27 -0.66 2.58 -0.21
C -0.71 4.26 0.48 -0.37
As 1.01 5.08 1.08 1.17
C 2.42 4.07 0.15 -0.36
C 1.23 4.24 2.84 -0.34
H -2.34 1.75 -3.54 0.06
H -2.95 0.54 -2.38 0.02
H -2.10 0.01 -3.83 0.05
H 1.30 2.02 -3.59 0.05
H 0.21 1.04 -4.59 0.05
H 1.53 0.26 -3.70 0.04
H -0.69 3.30 -2.03 0.11
H 0.77 2.78 -1.23 0.04
H -2.75 1.60 -0.40 0.05
H -2.90 3.31 -0.77 0.11
H -2.96 2.77 0.90 0.10
H -0.76 2.16 2.10 0.10
H 0.70 1.95 1.16 0.05
H -2.87 0.24 2.25 0.06
H -2.58 -1.47 1.87 0.05
H -3.19 -0.38 0.61 0.03
H -0.10 -0.11 3.45 0.06
H 1.34 -0.47 2.46 0.04
H 0.11 -1.73 2.73 0.04
H -1.38 4.48 1.32 0.08
H -1.06 4.90 -0.33 0.07
H 2.39 4.26 -0.92 0.02
H 2.41 2.99 0.34 -0.01
H 3.37 4.46 0.52 0.03
H 0.31 4.36 3.42 0.02
H 2.01 4.79 3.37 0.02
H 1.51 3.19 2.81 0.00
```

Results
- HOMO (spin up / spin down) (eV) = -13.324 / -13.324
- total charge = +2
- F_max (eV/A) = 0.21
- Kohn-Sham gap (spin up / spin down) (eV) = 6.2 / 6.2
- E_LUMO (spin up / spin down) (eV) = -7.081 / -7.076

[2]
Below is C27H37BrF3INO6PS as an isolated structure, with properties calculated with ωB97M-V/def2-TZVPD.

XYZ file:
```
78
Properties=species:S:1:pos:R:3:lowdin_charge:R:1
O -5.92 1.30 3.22 -0.36
S -4.39 1.68 3.08 0.77
O -4.13 2.62 4.32 -0.47
O -4.11 2.72 1.71 -0.22
C -4.18 1.77 0.60 -0.32
C -4.68 2.44 -0.84 -0.13
C -6.30 2.34 -1.08 -0.10
C -6.52 1.05 -2.12 -0.05
F -6.89 1.23 -3.54 -0.04
C -6.25 -0.30 -1.48 -0.04
F -5.26 -1.24 -2.04 -0.03
F -6.97 -0.65 -0.23 -0.01
C -2.79 0.85 0.41 -0.18
C -1.63 1.72 -0.41 -0.19
C -0.76 0.88 -1.46 -0.04
C 0.38 1.62 -2.35 -0.01
C 0.40 3.21 -2.03 -0.03
C -0.60 3.81 -0.93 -0.09
N -1.65 3.18 -0.08 0.07
C -2.32 0.02 1.70 -0.53
C -2.20 -1.64 1.50 -0.16
C -2.19 -2.42 0.05 -0.03
C -2.03 -4.05 -0.16 -0.06
C -1.84 -5.06 1.12 -0.06
C -1.86 -4.34 2.60 -0.05
C -2.03 -2.68 2.79 -0.02
P -0.56 0.44 2.43 0.51
O -0.25 2.18 2.41 -0.40
Br 1.09 -0.58 1.15 0.30
C -3.27 0.19 3.07 -0.64
I -2.02 0.52 4.90 0.98
H -5.02 0.94 0.82 0.14
H -4.30 3.57 -0.83 0.13
H -4.12 1.93 -1.76 0.14
H -6.92 2.22 -0.08 0.15
H -6.61 3.33 -1.68 0.13
H -3.18 0.09 -0.43 0.13
H -0.92 -0.28 -1.58 0.08
H 1.04 1.03 -3.12 0.09
H 1.16 3.92 -2.59 0.09
H -0.50 4.99 -0.75 0.11
H -2.31 -1.82 -0.97 0.07
H -2.04 -4.53 -1.25 0.10
H -1.68 -6.22 1.05 0.09
H -1.72 -5.03 3.56 0.09
H -2.02 -2.33 3.91 0.04
H -1.10 2.60 2.75 0.04
H -3.98 -0.76 3.22 0.12
C 3.38 -3.27 1.55 -0.11
C 3.44 -2.97 3.04 -0.28
O 3.74 -4.11 3.83 -0.16
C 4.99 -4.75 3.58 -0.28
C 6.19 -3.85 3.79 -0.08
H 2.64 -4.05 1.34 0.09
H 3.11 -2.37 0.99 0.00
H 4.34 -3.63 1.16 0.06
H 2.46 -2.61 3.36 0.10
H 4.15 -2.16 3.25 0.11
H 4.99 -5.19 2.57 0.10
H 5.05 -5.59 4.28 0.12
H 6.18 -2.99 3.11 0.06
H 7.12 -4.40 3.62 0.08
H 6.20 -3.46 4.81 0.08
C 5.68 3.78 -5.06 -0.08
C 4.39 3.90 -4.26 -0.28
O 3.41 2.93 -4.63 -0.17
C 3.77 1.56 -4.47 -0.28
C 4.11 1.19 -3.04 -0.08
H 5.48 3.87 -6.13 0.08
H 6.39 4.56 -4.76 0.08
H 6.17 2.81 -4.90 0.06
H 3.95 4.88 -4.45 0.12
H 4.58 3.85 -3.19 0.11
H 4.59 1.31 -5.15 0.11
H 2.90 0.97 -4.79 0.11
H 4.97 1.75 -2.67 0.07
H 4.34 0.13 -2.97 0.08
H 3.26 1.42 -2.38 0.06
```

Results
- HOMO (eV) = -8.037
- F_max (eV/A) = 9.97
- Kohn-Sham gap (eV) = 6.9
- E_LUMO (eV) = -1.179

[3]
Below is C27H37GeNiO3SbSe4 as an isolated structure, with properties calculated with ωB97M-V/def2-TZVPD.

XYZ file:
```
74
Properties=species:S:1:pos:R:3:lowdin_spin:R:1
Ni -0.17 0.35 1.39 -0.03
C 1.06 -2.86 1.33 0.00
C -0.46 -2.96 1.23 0.00
C -0.87 -3.70 -0.03 0.00
C -1.01 -3.67 2.46 0.00
O -0.99 -1.64 1.15 0.00
Ge -2.36 -0.80 2.08 0.00
O -0.94 -0.17 3.18 0.00
C -0.82 0.60 4.38 0.00
C -2.05 0.31 5.24 0.00
C -0.74 2.11 4.08 0.00
C 0.43 0.11 5.11 0.00
O -2.15 0.93 1.22 0.00
C -3.10 1.38 0.24 0.00
C -3.56 2.76 0.72 0.00
C -2.41 1.50 -1.11 0.00
C -4.31 0.46 0.10 0.00
H 1.50 -3.85 1.31 0.00
H 1.35 -2.35 2.24 0.00
H 1.46 -2.28 0.49 0.00
H -0.44 -4.71 -0.05 0.00
H -0.50 -3.16 -0.91 0.00
H -1.95 -3.78 -0.09 0.00
H -0.63 -4.69 2.52 0.00
H -2.11 -3.71 2.42 0.00
H -0.72 -3.14 3.37 0.00
H -2.96 0.61 4.71 0.00
H -2.00 0.86 6.18 0.00
H -2.12 -0.76 5.46 0.00
H -0.73 2.29 3.01 0.00
H 0.17 2.56 4.48 0.00
H -1.60 2.64 4.49 0.00
H 0.27 -0.90 5.50 0.00
H 0.68 0.77 5.94 0.00
H 1.27 0.08 4.42 0.00
H -2.70 3.43 0.81 0.00
H -4.03 2.67 1.70 0.00
H -4.28 3.20 0.02 0.00
H -1.55 2.16 -1.04 0.00
H -3.09 1.91 -1.86 0.00
H -2.07 0.52 -1.44 0.00
H -4.85 0.36 1.04 0.00
H -4.02 -0.53 -0.24 0.00
H -4.99 0.89 -0.64 0.00
Se 4.86 2.88 3.46 0.87
Sb 3.84 2.55 1.17 0.01
Se 5.61 1.38 0.03 0.11
Se 2.89 4.62 0.40 0.00
Se 2.09 0.78 1.88 0.02
C 0.38 0.57 -0.29 0.00
C 0.86 0.43 -1.44 0.00
C 1.37 0.30 -2.68 0.01
C 1.11 -0.98 -3.39 0.00
C -0.06 -1.69 -3.12 0.00
C -0.31 -2.90 -3.74 0.00
C 0.61 -3.42 -4.64 0.00
C 1.79 -2.73 -4.91 0.00
C 2.04 -1.52 -4.29 0.00
C 2.19 1.32 -3.32 0.00
C 2.20 1.49 -4.71 0.00
C 2.98 2.47 -5.28 0.00
C 3.78 3.28 -4.48 0.00
C 3.77 3.14 -3.10 0.00
C 2.96 2.17 -2.52 0.00
H -0.77 -1.28 -2.41 0.00
H -1.21 -3.45 -3.52 0.00
H 0.42 -4.37 -5.13 0.00
H 2.52 -3.14 -5.58 0.00
H 2.97 -1.00 -4.47 0.00
H 1.55 0.88 -5.33 0.00
H 2.98 2.61 -6.36 0.00
H 4.41 4.04 -4.93 0.00
H 4.36 3.77 -2.46 0.00
H 2.94 2.03 -1.46 0.00
```

Results
- HOMO (spin up / spin down) (eV) = -4.615 / -4.578
- total charge = -1
- F_max (eV/A) = 1.57
- 2S+1 = 2
- Kohn-Sham gap (spin up / spin down) (eV) = 5.0 / 4.9
- E_LUMO (spin up / spin down) (eV) = 0.373 / 0.359
- ΔE to the lowest compared entry with this formula, charge and spin (eV) = 0.0000